1.
{"formula": "C12H19ClIN6O3PSSe2Te2Y", "method": "the ωB97M-V functional and the def2-TZVPD basis", "total_energy_ha": -7897.729713, "homo_energy_ha": -0.35777, "e_above_lowest_ev": 0.499, "charge": 1, "elements": ["Y", "Cl", "C", "C", "C", "I", "C", "O", "C", "N", "C", "C", "C", "C", "H", "H", "H", "H", "N", "N", "C", "N", "S", "H", "H", "H", "H", "H", "Se", "Te", "Te", "Se", "N", "C", "P", "O", "O", "C", "N", "H", "H", "H", "H", "H", "H", "H", "H", "H", "H"], "xyz": [[-0.3993, -0.2467, -0.1634], [-1.8113, 5.8299, 3.5634], [-1.3644, 4.6826, 2.3516], [-0.6869, 5.1069, 1.2357], [-0.3470, 4.1934, 0.2415], [0.6764, 4.8507, -1.4947], [-0.6406, 2.8429, 0.3284], [-0.3760, 1.9952, -0.6573], [-1.2481, 2.3844, 1.5403], [-1.4014, 1.0431, 1.6960], [-1.9622, 0.6032, 2.8035], [-2.4458, 1.4381, 3.8153], [-2.2976, 2.7930, 3.6803], [-1.6535, 3.3098, 2.5387], [-0.4236, 6.1469, 1.1271], [-2.0548, -0.4752, 2.9153], [-2.9195, 1.0047, 4.6818], [-2.6579, 3.4731, 4.4366], [1.7975, 0.5019, -1.7437], [3.0309, 0.3527, -1.0953], [3.1695, 0.3737, 0.2425], [4.4006, 0.2238, 0.7402], [1.8872, 0.6331, 1.2946], [1.7071, -0.2016, -2.4838], [1.7194, 1.4342, -2.1623], [3.8617, 0.2276, -1.6675], [5.1959, -0.0094, 0.1672], [4.5133, 0.2278, 1.7407], [1.1114, -2.4773, -0.5363], [0.1062, -2.4815, 1.7877], [-2.3980, -3.0957, 1.0179], [-3.3239, -0.9874, -0.0282], [-1.5960, 2.6104, -2.8170], [-2.6943, 1.6427, -2.7352], [-1.8916, 0.0698, -3.3751], [-1.1535, 0.4583, -4.5876], [-1.0911, -0.6181, -2.2856], [-3.3859, -1.0430, -3.6844], [-3.1479, -2.3066, -2.9711], [-0.9478, 2.4404, -1.9138], [-1.8783, 3.5915, -2.8603], [-1.0599, 2.3646, -3.6674], [-3.5024, 1.9171, -3.4114], [-3.0833, 1.5503, -1.7205], [-3.4917, -1.1960, -4.7585], [-4.2933, -0.5873, -3.2841], [-3.2333, -2.0596, -1.9306], [-2.1818, -2.6193, -3.1301], [-3.8156, -3.0498, -3.1974]], "forces_ev_per_angstrom": [[0.0, 0.8, -0.7], [0.0, 0.1, 0.0], [0.3, 0.2, -0.4], [-0.3, 0.2, 0.6], [0.2, -0.6, -0.7], [-0.1, 0.0, 0.5], [0.1, 0.6, 0.0], [-0.4, -0.3, 0.1], [0.0, 0.5, 0.2], [0.1, 0.0, 0.3], [0.0, -0.3, -0.1], [0.0, 0.4, 0.0], [0.0, -0.3, 0.0], [0.1, -0.2, -0.2], [0.0, 0.1, 0.0], [0.0, 0.1, -0.1], [0.0, 0.0, 0.0], [0.0, 0.0, 0.1], [-0.2, -0.2, -0.1], [0.6, 0.0, -0.4], [-0.5, 0.1, -0.1], [0.2, -0.1, -0.3], [-0.1, 0.2, 0.4], [0.1, 0.2, 0.4], [0.1, -0.3, 0.3], [-0.3, 0.1, 0.1], [0.0, 0.0, 0.0], [-0.1, 0.0, -0.1], [0.3, -0.9, 0.3], [0.2, -0.4, -0.2], [-0.4, -0.4, 0.2], [-0.1, -0.1, 0.2], [0.6, 0.2, 0.1], [-0.1, -0.9, -0.3], [-0.9, -0.1, 0.6], [0.0, 0.3, -0.6], [-0.1, 0.3, -0.3], [0.6, 0.8, -0.3], [0.2, -0.5, 0.2], [-0.3, 0.2, -0.4], [0.0, -0.2, 0.0], [0.0, 0.3, 0.1], [0.0, 0.0, 0.0], [0.1, 0.1, 0.0], [0.0, -0.1, 0.1], [0.1, 0.0, 0.0], [0.1, 0.0, 0.2], [-0.3, -0.2, 0.2], [0.2, 0.2, 0.0]], "nbo_charge": [1.252, 0.035, -0.045, -0.246, -0.219, 0.136, 0.360, -0.873, 0.091, -0.527, 0.114, -0.255, -0.110, -0.039, 0.250, 0.217, 0.240, 0.242, -0.627, -0.424, 0.344, -0.764, -0.206, 0.399, 0.386, 0.387, 0.402, 0.432, -0.563, 0.217, 0.168, -0.641, -0.751, -0.598, 2.162, -1.107, -1.191, -0.599, -0.743, 0.476, 0.432, 0.451, 0.239, 0.251, 0.258, 0.246, 0.460, 0.448, 0.432]}

=====

2.
{"formula": "C33H24HgN9OS2", "method": "the ωB97M-V functional and the def2-TZVPD basis", "total_energy_ha": -2789.893779, "s_squared": 0.770, "multiplicity": 2, "homo_energy_ha": [-0.04749, -0.05966], "e_above_lowest_ev": 1.696, "charge": -2, "elements": ["Hg", "C", "C", "C", "C", "C", "C", "N", "N", "C", "C", "C", "C", "C", "N", "H", "H", "H", "H", "H", "H", "H", "H", "H", "S", "C", "C", "C", "C", "C", "C", "S", "H", "H", "H", "H", "N", "C", "C", "C", "C", "C", "C", "N", "C", "C", "C", "C", "N", "C", "C", "H", "H", "H", "H", "H", "H", "H", "H", "H", "N", "C", "O", "C", "C", "N", "C", "N", "H", "H"], "xyz": [[-1.8981, -1.0524, -0.9545], [-3.9119, -0.8096, -6.2966], [-3.6770, 0.5253, -5.9886], [-2.9540, 0.8776, -4.8603], [-2.4460, -0.1114, -4.0060], [-2.6775, -1.4533, -4.3256], [-3.4043, -1.7928, -5.4530], [-1.7389, 0.2152, -2.8469], [-1.1228, 1.3793, -2.9317], [-0.8241, 1.9904, -1.7533], [0.1128, 3.0522, -1.8008], [0.3867, 3.7569, -0.6590], [-0.2772, 3.4179, 0.5264], [-1.1666, 2.3588, 0.4847], [-1.4381, 1.6466, -0.6080], [-4.4889, -1.0795, -7.1734], [-4.0722, 1.3057, -6.6309], [-2.7782, 1.9140, -4.6098], [-2.2871, -2.2256, -3.6739], [-3.5797, -2.8405, -5.6690], [0.5918, 3.2716, -2.7462], [1.1090, 4.5660, -0.6758], [-0.1122, 3.9558, 1.4506], [-1.6894, 2.0509, 1.3836], [-0.3899, -2.3944, 0.4684], [-1.3784, -3.8276, 0.7347], [-1.0237, -4.6424, 1.8165], [-1.6873, -5.8219, 2.1096], [-2.7623, -6.2055, 1.3155], [-3.1426, -5.4022, 0.2548], [-2.4746, -4.2128, -0.0745], [-3.0544, -3.3083, -1.4612], [-0.1937, -4.3229, 2.4370], [-1.3758, -6.4250, 2.9558], [-3.3096, -7.1183, 1.5261], [-3.9891, -5.6860, -0.3600], [4.6798, 0.7247, 3.5260], [5.9702, 0.9209, 3.9617], [6.5486, 0.9437, 5.2253], [7.9106, 1.1789, 5.2844], [8.6675, 1.3854, 4.1214], [8.0823, 1.3604, 2.8688], [6.7117, 1.1229, 2.7883], [5.8876, 1.0437, 1.6796], [4.6941, 0.8048, 2.1555], [3.4710, 0.6272, 1.3585], [3.5537, 0.5473, -0.0268], [2.3801, 0.3630, -0.7418], [1.1829, 0.2643, -0.1764], [1.1061, 0.3451, 1.1454], [2.2206, 0.5257, 1.9530], [3.8780, 0.5012, 4.0865], [5.9653, 0.7844, 6.1234], [8.4032, 1.2042, 6.2482], [9.7313, 1.5665, 4.2112], [8.6606, 1.5178, 1.9676], [4.5122, 0.6207, -0.5210], [2.4006, 0.2924, -1.8247], [0.1144, 0.2423, 1.5730], [2.0766, 0.5880, 3.0247], [-5.7787, 1.7357, -1.6650], [-4.9368, 0.9554, -0.8769], [-4.4078, -0.0391, -1.3704], [-4.7788, 1.3589, 0.4981], [-5.4083, 2.5104, 1.0023], [-5.9650, 3.4569, 1.3794], [-3.8428, 0.6569, 1.2809], [-3.0445, 0.0541, 1.8644], [-5.6075, 1.5900, -2.6477], [-5.9133, 2.6933, -1.3819]], "forces_ev_per_angstrom": [[0.0, -0.2, -0.2], [0.0, 0.0, 0.0], [0.0, 0.0, 0.0], [0.0, 0.0, 0.0], [0.1, 0.0, 0.0], [0.0, 0.0, 0.0], [0.0, 0.0, 0.0], [-0.1, 0.2, -0.2], [0.0, -0.1, 0.1], [0.0, 0.0, -0.1], [0.0, 0.0, 0.0], [0.0, 0.0, 0.0], [0.0, 0.0, 0.0], [0.0, 0.0, 0.0], [0.0, 0.0, 0.1], [0.0, 0.0, 0.0], [0.0, 0.0, 0.0], [0.0, 0.0, 0.0], [0.0, 0.0, 0.0], [0.0, 0.0, 0.0], [0.0, 0.0, 0.0], [0.0, 0.0, 0.0], [0.0, 0.0, 0.0], [0.0, 0.0, 0.0], [0.0, 0.0, 0.1], [0.0, 0.0, 0.0], [0.0, 0.0, 0.0], [0.0, 0.0, 0.0], [0.0, 0.0, 0.0], [0.0, 0.0, 0.0], [0.0, 0.0, 0.0], [-0.1, 0.0, 0.1], [0.0, 0.0, 0.0], [0.0, 0.0, 0.0], [0.0, 0.0, 0.0], [0.0, 0.0, 0.0], [0.0, 0.0, 0.0], [0.0, 0.0, 0.0], [0.0, 0.0, 0.0], [0.0, 0.0, 0.0], [0.0, 0.0, 0.0], [0.0, 0.0, 0.0], [0.0, 0.0, -0.1], [0.0, 0.0, 0.0], [-0.1, 0.0, 0.0], [0.1, 0.0, 0.1], [0.0, 0.0, 0.0], [0.1, 0.0, 0.1], [0.1, 0.0, -0.1], [0.0, 0.0, 0.0], [-0.1, 0.0, 0.0], [0.0, 0.0, 0.0], [0.0, 0.0, 0.0], [0.0, 0.0, 0.0], [0.0, 0.0, 0.0], [0.0, 0.0, 0.0], [0.0, 0.0, 0.0], [0.0, 0.0, 0.0], [0.0, 0.0, 0.0], [0.0, 0.0, 0.0], [0.0, 0.0, 0.0], [0.0, 0.0, 0.0], [0.1, 0.1, 0.0], [0.1, 0.1, 0.0], [-0.1, -0.1, 0.1], [0.0, 0.0, 0.0], [-0.1, -0.1, -0.1], [0.0, 0.1, 0.2], [0.0, 0.0, 0.0], [0.0, 0.0, 0.0]], "nbo_charge": [1.366, -0.272, -0.240, -0.207, 0.129, -0.233, -0.199, -0.421, -0.344, 0.324, -0.268, -0.188, -0.341, 0.065, -0.518, 0.189, 0.188, 0.216, 0.244, 0.199, 0.209, 0.193, 0.201, 0.212, -0.489, -0.072, -0.268, -0.266, -0.258, -0.227, -0.225, -0.482, 0.197, 0.184, 0.184, 0.201, -0.553, 0.168, -0.265, -0.226, -0.242, -0.202, 0.071, -0.463, 0.407, -0.102, -0.229, 0.055, -0.397, 0.054, -0.198, 0.421, 0.211, 0.204, 0.203, 0.218, 0.227, 0.197, 0.238, 0.187, -0.852, 0.682, -0.685, -0.611, 0.326, -0.487, 0.351, -0.462, 0.389, 0.382]}

=====

3.
{"formula": "CH4INS", "method": "the ωB97M-V functional and the def2-TZVPD basis", "total_energy_ha": -790.973898, "homo_energy_ha": -0.30482, "e_above_lowest_ev": 3.877, "elements": ["C", "N", "S", "I", "H", "H", "H", "H"], "xyz": [[0.1999, 1.3703, -0.2606], [-0.4952, -1.3917, 0.0179], [-0.4479, 0.0968, 0.8781], [1.2974, -2.4021, -0.2570], [-0.3389, 1.3138, -1.0991], [1.2291, 1.1581, -0.3949], [0.0118, 2.2429, 0.2356], [-1.4562, -2.3881, 0.8800]], "forces_ev_per_angstrom": [[1.1, -3.4, 1.9], [-2.9, -2.4, 1.3], [-0.2, -0.1, 1.4], [0.1, 0.0, 0.2], [-1.9, 0.0, -3.5], [1.0, 0.2, -0.3], [-0.3, 2.3, 1.4], [3.0, 3.3, -2.4]], "nbo_charge": [-0.711, -0.979, 0.373, 0.256, 0.214, 0.220, 0.230, 0.397]}